a.
Here is a 2-piece molecular cluster, C3H9NO2S2 overall from OMol25. Energies are from ωB97M-V with the def2-TZVPD basis set.

For the HOMO energy, the calculation gives -0.346 Eh. The value obtained for the HOMO-LUMO gap is 9.80 eV. Its spin multiplicity is 1. The SMILES is N[C@H](C=O)CSS.O. The net charge is 0.

Last column: natural (NBO) charge in e.
Atoms and positions in Å:
N (0.57, 1.05, -0.89)  -0.798
C (-0.18, -0.09, -0.30)  -0.157
C (-0.74, 0.11, 1.20)  0.403
O (-0.68, 1.15, 1.84)  -0.550
C (0.82, -1.20, -0.03)  -0.498
S (1.19, -2.44, -1.45)  0.068
S (1.24, -4.18, -0.45)  -0.129
H (0.03, 1.78, -0.61)  0.354
H (1.46, 1.21, -0.53)  0.363
H (-1.17, -0.31, -0.87)  0.228
H (-1.46, -0.61, 1.70)  0.138
H (0.45, -1.81, 0.79)  0.225
H (1.76, -0.77, 0.20)  0.220
H (-0.17, -4.44, -0.48)  0.133
O (-0.92, 3.87, 0.01)  -0.958
H (-1.28, 3.54, -0.83)  0.470
H (-0.90, 3.14, 0.69)  0.490



b.
Here is a 2-piece molecular cluster, C3H9NO2S2 overall from OMol25. Energies are from ωB97M-V with the def2-TZVPD basis set.

For the HOMO energy, the calculation gives -0.332 Eh. The value obtained for the HOMO-LUMO gap is 9.30 eV. Its spin multiplicity is 1. The SMILES is O=CNCCSS.O. The net charge is 0.

Last column: natural (NBO) charge in e.
Atoms and positions in Å:
O (0.73, -1.71, -3.25)  -0.604
C (1.06, -0.93, -2.39)  0.537
N (0.28, -0.17, -1.60)  -0.624
C (0.77, 0.59, -0.46)  -0.220
C (0.00, 0.09, 0.79)  -0.597
S (-0.07, 1.44, 1.96)  0.111
S (1.04, 1.09, 3.54)  -0.136
H (2.12, -0.83, -2.13)  0.089
H (-0.70, -0.40, -1.72)  0.405
H (1.79, 0.25, -0.30)  0.200
H (0.75, 1.68, -0.59)  0.203
H (0.48, -0.82, 1.12)  0.234
H (-1.05, -0.10, 0.47)  0.270
H (2.36, 1.27, 3.33)  0.110
O (-2.82, -0.59, 0.19)  -0.930
H (-3.13, -0.81, 1.08)  0.476
H (-3.61, -0.06, -0.03)  0.476



Ordering by calculated energy gives the sequence b, a, with the first entry being the most stable.



a.
Here is a 2-piece molecular cluster, C3H7N2P overall from OMol25. Energies are from ωB97M-V with the def2-TZVPD basis set.

For the HOMO energy (spin up / spin down), the calculation gives -0.314 / -0.314 Eh. The value obtained for the HOMO-LUMO gap (spin up / spin down) is 7.89 / 7.90 eV. Its spin multiplicity is 1. The net charge is 0.

Last column: natural (NBO) charge in e.
Atoms and positions in Å:
C (0.96, -0.69, -0.27)  -0.512
C (-0.24, -1.65, 0.05)  -0.310
C (0.19, 0.54, -0.58)  -0.057
N (-1.44, -0.93, -0.43)  -0.135
N (-1.18, 0.23, -0.83)  -0.187
P (-0.46, 1.91, 1.45)  0.119
H (1.66, -0.50, 0.50)  0.238
H (1.53, -1.10, -1.11)  0.225
H (-0.26, -2.65, -0.42)  0.232
H (-0.45, -1.54, 1.15)  0.226
H (0.46, 1.45, -1.00)  0.213
H (-1.42, 2.50, 0.55)  -0.001
H (0.65, 2.44, 0.95)  -0.051



b.
Here is one molecule with the formula C3H7N2P from OMol25. Energies are from ωB97M-V with the def2-TZVPD basis set.

For the HOMO energy, the calculation gives -0.336 Eh. The value obtained for the HOMO-LUMO gap is 9.82 eV. Its spin multiplicity is 1. The SMILES is [H]/N=C\C/C=N/P. The net charge is 0.

Last column: natural (NBO) charge in e.
Atoms and positions in Å:
H (-0.54, -1.63, 0.51)  0.352
N (-1.44, -1.57, -0.06)  -0.572
C (-1.79, -0.38, -0.24)  0.108
C (-1.08, 0.72, 0.48)  -0.550
C (0.30, 0.71, -0.02)  0.146
N (1.01, -0.16, 0.59)  -0.699
P (2.69, -0.25, -0.08)  0.450
H (-2.68, -0.26, -0.85)  0.186
H (-0.95, 0.56, 1.56)  0.252
H (-1.65, 1.57, 0.36)  0.225
H (0.63, 1.12, -0.96)  0.175
H (2.63, -1.69, -0.24)  -0.031
H (3.43, -0.49, 1.03)  -0.043



c.
Here is a 2-piece molecular cluster, C3H7N2P overall from OMol25. Energies are from ωB97M-V with the def2-TZVPD basis set.

For the HOMO energy (spin up / spin down), the calculation gives -0.356 / -0.356 Eh. The value obtained for the HOMO-LUMO gap (spin up / spin down) is 7.59 / 7.59 eV. Its spin multiplicity is 1. The net charge is 0.

Last column: natural (NBO) charge in e.
Atoms and positions in Å:
C (-1.86, -0.34, -0.28)  0.096
C (0.05, 1.83, 0.28)  -0.459
C (0.83, -1.43, 0.44)  -1.006
N (-2.93, -0.75, -0.24)  -0.482
N (-0.03, 0.92, -0.74)  -0.572
P (1.04, -0.27, -0.93)  0.965
H (-0.65, 2.66, 0.07)  0.216
H (-0.01, 1.60, 1.28)  0.211
H (1.01, 2.37, 0.11)  0.246
H (-0.29, -1.58, 0.40)  0.271
H (1.28, -1.25, 1.51)  0.263
H (1.10, -2.49, -0.07)  0.253
H (0.45, -1.26, -1.85)  -0.003



Ordering by calculated energy gives the sequence b, a, c, with the first entry being the most stable.



a.
Here is a 2-piece molecular cluster, Cl3O3P overall from OMol25. Energies are from ωB97M-V with the def2-TZVPD basis set.

For the HOMO energy (spin up / spin down), the calculation gives -0.354 / -0.355 Eh. The value obtained for the HOMO-LUMO gap (spin up / spin down) is 6.00 / 6.01 eV. Its spin multiplicity is 1. The net charge is 0.

Last column: natural (NBO) charge in e.
Atoms and positions in Å:
O (0.49, -1.73, 1.17)  -0.971
O (2.14, 2.54, -0.46)  -0.651
O (-1.14, -1.06, -0.63)  -0.797
P (-0.28, -0.57, 0.76)  1.779
Cl (1.24, 1.31, -0.80)  0.511
Cl (-2.46, -0.35, -1.52)  0.294
Cl (-1.41, 0.03, 2.21)  -0.165



b.
Here is Cl3O3P as an isolated structure from OMol25. Energies are from ωB97M-V with the def2-TZVPD basis set.

For the HOMO energy (spin up / spin down), the calculation gives -0.397 / -0.380 Eh. The value obtained for the HOMO-LUMO gap (spin up / spin down) is 7.68 / 7.88 eV. Its spin multiplicity is 1. The net charge is 0.

Last column: natural (NBO) charge in e.
Atoms and positions in Å:
O (1.10, 1.56, -0.99)  -0.933
O (-3.52, 0.84, 1.00)  -0.467
O (1.17, -0.87, -1.10)  -0.771
P (0.85, 0.38, -0.15)  1.695
Cl (-2.22, 0.30, 0.45)  0.465
Cl (0.42, -2.35, -0.52)  0.255
Cl (2.20, 0.13, 1.30)  -0.244



Ordering by calculated energy gives the sequence b, a, with the first entry being the most stable.